[1]
Molecular formula: C4H8O3P
Method: DFT, ωB97M-V/def2-TZVPD

## Properties
* net charge: -1
* energy above the lowest of the compared OMol25 structures with the same formula, charge and spin: 81.1 kcal per mole
* frontier orbital gap (alpha / beta): 7.31 / 5.69 eV
* total energy: -724.2644 hartree

```
16
C4H8O3P ωB97M-V/def2-TZVPD
C 0.99830 0.28715 -0.48464
C 0.70852 0.75519 0.98197
C 0.58731 -1.11176 -0.75880
C -0.68800 1.09486 1.34806
O -1.59262 -3.02696 -0.08591
O -2.14028 -1.09270 -1.59582
O -1.27383 2.09360 0.59481
P -1.36437 -1.59715 -0.43442
H 0.52026 1.01170 -1.28753
H 2.06282 0.29985 -0.57373
H 1.08966 -0.20596 1.44031
H 1.25180 1.69667 1.03437
H 0.53651 -1.30764 -1.76266
H 1.27276 -1.76474 -0.13965
H -1.34353 0.24164 1.57552
H -0.62532 2.62626 0.14814
```



[2]
Molecular formula: C4H8O3S
Method: DFT, ωB97M-V/def2-TZVPD

## Properties
* energy above the lowest of the compared OMol25 structures with the same formula, charge and spin: 39.0 kcal per mole
* frontier orbital gap: 10.03 eV
* total energy: -781.0711 hartree

```
16
C4H8O3S ωB97M-V/def2-TZVPD
C 0.26146 3.39635 -0.44977
C 1.03285 -1.02159 -1.27101
C -1.35892 1.00428 1.37206
C 0.49910 -0.19746 -0.15693
O 0.74476 2.89958 0.58727
O 0.00257 4.12738 -1.28990
O -1.04614 1.78959 -1.17311
S -1.17278 0.50869 -0.49495
H 2.01249 -0.79898 -1.71439
H 0.95109 -2.07874 -0.99820
H 0.40984 -0.80674 -2.20288
H -0.32821 1.02910 1.63336
H -2.07550 0.25846 1.65056
H -1.82305 2.00798 1.32884
H 1.08017 0.74623 -0.10608
H 0.36667 -0.87087 0.64015
```



[3]
Molecular formula: C4H8O4
Method: DFT, ωB97M-V/def2-TZVPD

## Properties
* net charge: -2
* energy above the lowest of the compared OMol25 structures with the same formula, charge and spin: 48.9 kcal per mole
* frontier orbital gap: 6.27 eV
* total energy: -458.0670 hartree

```
16
C4H8O4 ωB97M-V/def2-TZVPD
O 0.90238 -2.30812 2.17206
C 0.97686 -1.04400 1.85194
O 2.05557 -0.38579 2.15248
C -0.23830 -0.68980 0.93991
C -0.48347 0.82700 0.56694
C -0.64219 1.30558 -0.87012
O -1.83820 1.88346 -1.06162
H -1.13592 -1.18770 1.39727
H -0.15127 -1.18861 0.04213
H 0.37649 1.37978 1.21622
H -1.30654 1.20467 1.22593
H 0.21744 2.00598 -1.06156
H -0.48343 0.39732 -1.59922
H -0.17880 -0.63177 -2.11790
H 1.34903 -0.62720 -2.18649
O 0.58035 -0.94078 -2.66797
```



[4]
Molecular formula: C4H8O4
Method: DFT, ωB97M-V/def2-TZVPD

## Properties
* structure (SMILES): O=CC[C@@H](O)C(O)O
* energy above the lowest of the compared OMol25 structures with the same formula, charge and spin: 80.1 kcal per mole
* frontier orbital gap: 10.30 eV
* total energy: -458.1055 hartree

```
16
C4H8O4 ωB97M-V/def2-TZVPD
O -1.04870 -1.73333 1.21031
C -1.14525 -1.27305 0.04295
C -1.59758 0.10308 -0.24639
C -0.14417 0.64222 0.33578
O 0.14467 0.44864 1.64193
C 1.04813 0.46847 -0.62558
O 1.39255 -0.89436 -0.60528
O 2.09768 1.27637 -0.20476
H -0.97569 -1.91875 -0.82721
H -2.37706 0.43343 0.43884
H -1.72353 0.34233 -1.29812
H -0.55346 1.68146 0.15251
H -0.30383 -0.59852 1.84631
H 0.78656 0.78786 -1.64483
H 2.27513 -0.99047 -0.98189
H 2.12454 1.22463 0.76543
```



[5]
Molecular formula: C4H8O4
Method: DFT, ωB97M-V/def2-TZVPD

## Properties
* structure (SMILES): CC=C(O)O.O=CO
* energy above the lowest of the compared OMol25 structures with the same formula, charge and spin: 58.5 kcal per mole
* frontier orbital gap: 9.15 eV
* total energy: -458.1399 hartree

```
16
C4H8O4 ωB97M-V/def2-TZVPD
C -0.85668 -1.63463 0.73923
C -1.02468 -0.36668 -0.03785
C -0.46933 0.80551 0.35900
O 0.22598 0.98192 1.51289
O -0.82458 1.98879 -0.22567
H -1.33618 -2.46308 0.22611
H -1.29439 -1.53731 1.73488
H 0.20320 -1.86925 0.86373
H -1.66746 -0.35015 -0.90302
H 0.80749 0.21044 1.64221
H -0.43333 2.69210 0.30984
O 2.07378 -0.53003 -0.11598
C 1.39403 -0.02677 -0.98192
O 1.62112 1.18641 -1.50915
H 0.70199 -0.65625 -1.61796
H 0.87905 1.56897 -1.99633
```



[6]
Molecular formula: C4H8OS
Method: DFT, ωB97M-V/def2-TZVPD

## Properties
* structure (SMILES): C/C=C/[C@H](O)S
* energy above the lowest of the compared OMol25 structures with the same formula, charge and spin: 42.5 kcal per mole
* frontier orbital gap: 9.90 eV
* total energy: -630.5672 hartree

```
14
C4H8OS ωB97M-V/def2-TZVPD
C -0.29780 -0.53378 -2.18506
C -0.52253 -0.24514 -0.67544
C 0.17981 0.55282 0.10836
C 0.23761 0.48447 1.57277
O 0.27757 1.77158 2.17668
S 1.96764 -0.12151 1.89290
H 0.09101 -1.52185 -2.01780
H -1.25426 -0.52612 -2.69853
H 0.51073 0.07576 -2.66732
H -1.42222 -0.79329 -0.23900
H 0.84637 1.25788 -0.44581
H -0.49769 -0.18549 2.19374
H -0.54866 2.12784 2.18628
H 1.98313 -0.39734 3.25912
```



[7]
Molecular formula: C4H8OS
Method: DFT, ωB97M-V/def2-TZVPD

## Properties
* structure (SMILES): CO[C@@]1(C)CS1
* energy above the lowest of the compared OMol25 structures with the same formula, charge and spin: 44.0 kcal per mole
* frontier orbital gap: 9.78 eV
* total energy: -630.5647 hartree

```
14
C4H8OS ωB97M-V/def2-TZVPD
C 1.17267 1.61509 -0.24560
O 0.43246 0.79249 0.67881
C -0.40337 -0.22731 0.14410
C 0.24213 -1.43532 -0.53254
C -1.67276 -0.37352 0.99609
S -1.88502 0.41964 -0.67890
H 2.17992 1.25199 -0.63317
H 1.50706 2.47036 0.25370
H 0.55934 1.91211 -1.15801
H 0.46751 -1.46336 -1.67086
H -0.27801 -2.42254 -0.19103
H 1.24023 -1.44912 -0.00898
H -1.91808 -1.42632 1.14232
H -1.64406 0.33579 1.90407
```



[8]
Molecular formula: C4H8OS
Method: DFT, ωB97M-V/def2-TZVPD

## Properties
* energy above the lowest of the compared OMol25 structures with the same formula, charge and spin: 107.8 kcal per mole
* frontier orbital gap (alpha / beta): 8.00 / 8.00 eV
* total energy: -630.4631 hartree

```
14
C4H8OS ωB97M-V/def2-TZVPD
C -2.77871 1.45329 -0.32964
C -2.00808 0.40234 -0.18436
C -1.85333 -0.86051 -0.84278
C 0.49366 -1.04942 2.31334
O -1.94136 -1.02485 2.25696
S -1.03206 -0.03244 1.70073
H -3.04373 2.07500 0.53226
H -3.14167 1.58106 -1.32112
H -0.93937 -0.88214 -1.33724
H -2.54330 -1.15384 -1.61596
H -1.69413 -1.61873 -0.05579
H 0.60419 -0.36423 3.24302
H -0.06539 -1.89926 2.58843
H 1.27274 -1.20157 1.57646
```



- The highest total energy belongs to which entry?
  number 3